Record 1
17
Properties=species:S:1:pos:R:3:forces:R:3 method="wB97M-V/def2-TZVPD" homo_ev=-8.736 homo_lumo_gap_ev=9.449 smiles="C=C(N)Cl.C/C=N/O"
C -0.0867 -2.1876 0.7376 -3.1 -1.2 -0.1
C 0.7563 -1.2167 0.8648 3.1 -0.8 0.3
N 1.9708 -1.2391 0.1640 -1.8 1.4 -1.7
Cl 0.7306 -0.1299 2.2177 0.3 -0.4 0.0
H -0.7834 -2.4021 1.5072 -0.9 0.4 0.5
H -0.2817 -2.7679 -0.1474 0.9 -0.4 -0.3
H 2.1266 -1.8796 -0.6047 -0.3 0.0 0.6
H 2.7166 -1.0539 0.7409 2.1 0.5 1.1
C 0.0858 1.9874 -0.0650 1.8 -2.1 0.0
C -1.0264 0.9757 -0.1046 0.1 -0.5 0.8
N -2.0821 1.0818 0.5825 0.6 0.9 -0.1
O -3.0360 0.1368 0.4290 -0.4 -2.7 -0.7
H 0.9849 1.6183 -0.6592 -1.2 0.5 0.7
H -0.3175 2.8081 -0.5079 -0.8 2.7 -1.7
H 0.4699 2.3682 0.8820 -0.4 -0.7 0.3
H -0.9116 0.0678 -0.6839 0.2 0.0 -0.5
H -2.7109 -0.7604 0.0118 -0.2 2.4 0.8

---

Record 2
17
Properties=species:S:1:pos:R:3:forces:R:3 method="wB97M-V/def2-TZVPD" homo_ev=-8.694 homo_lumo_gap_ev=9.525 smiles=NN1CCS[C@@H](Cl)C1
N 0.2968 1.1560 -1.6021 0.0 1.5 0.3
N 0.3822 0.3147 -0.4370 0.1 0.5 -0.4
C -0.7535 0.3354 0.5181 0.1 -1.4 -1.4
C -0.3775 -0.4511 1.8019 -2.3 2.0 -0.4
S -0.0428 -2.1755 1.6014 -0.6 -1.0 -0.6
C 1.2035 -1.9352 0.3100 0.1 2.3 -1.4
Cl 1.9222 -3.3547 -0.4424 -0.2 -0.4 0.6
C 0.8515 -0.9760 -0.9086 0.6 -0.5 0.9
H 0.0731 2.1731 -1.4627 0.6 -1.5 0.8
H -0.3741 0.8891 -2.3012 -0.6 -0.9 -0.1
H -1.6758 -0.1375 0.1560 -0.1 0.0 -0.6
H -0.9454 1.3997 0.5613 -0.2 0.2 1.1
H 0.4728 0.0382 2.0995 2.4 0.9 1.2
H -1.1518 -0.1950 2.5875 0.7 -1.0 -0.8
H 1.9391 -1.3166 0.7950 0.9 -0.4 0.4
H 1.8004 -0.8458 -1.5117 -1.0 0.0 0.8
H 0.1397 -1.4729 -1.5433 -0.7 -0.4 -0.5

---

Record 3
17
Properties=species:S:1:pos:R:3:forces:R:3 method="wB97M-V/def2-TZVPD" homo_ev=-14.097 charge=+1 homo_lumo_gap_ev=10.929
C 0.2836 1.5305 -0.6716 -1.0 -4.6 2.0
C 0.1273 -0.4373 -0.1971 1.5 2.3 -1.7
C -0.6920 3.3936 0.5599 -0.6 -0.5 3.8
C 0.4802 -2.8042 -0.9710 2.4 -0.5 2.5
N -0.2582 2.0379 0.2822 -0.7 1.2 0.1
N -0.3147 -0.5633 1.0216 -0.2 -1.6 -0.7
N 0.5420 -1.3679 -1.0455 -0.6 2.2 -1.0
Cl 0.9007 1.7688 -2.1729 0.4 0.5 -0.9
H -1.8290 3.4957 0.5582 1.6 -0.4 0.1
H -0.2652 4.1186 -0.0206 1.0 1.7 -2.1
H -0.2462 3.6504 1.6189 -1.4 -0.6 -1.8
H 0.1694 -3.0193 0.0985 0.2 -0.5 -1.6
H 1.5262 -3.2488 -1.1759 -1.6 0.7 0.6
H -0.1382 -3.1393 -1.7437 -1.4 -0.9 -0.7
H -0.4772 0.2761 1.5563 -0.2 0.3 0.0
H -0.7082 -1.4676 1.3003 0.3 0.7 0.4
H 0.6405 -1.0226 -2.0184 0.2 0.0 1.1

---

Record 4
18
Properties=species:S:1:pos:R:3:forces:R:3 method="wB97M-V/def2-TZVPD" homo_ev=-13.536 charge=+1 homo_lumo_gap_ev=9.494 smiles="CN/[NH+]=C(/CCl)NC=O"
C 0.0749 2.6800 0.1918 3.0 1.6 -1.8
N 0.4949 1.4452 -0.4534 2.2 0.8 -0.8
N -0.3539 0.5017 -0.2495 -2.4 -3.7 0.7
C -0.3287 -0.7788 -0.0296 0.9 0.0 -1.2
C -1.7376 -1.3486 0.0260 -0.3 -0.4 0.3
Cl -3.0192 -0.1317 0.0682 -0.4 0.1 0.0
N 0.7590 -1.6906 -0.0679 -3.3 -1.4 0.6
C 2.1420 -1.5981 0.0309 -1.3 0.0 -0.7
O 2.6916 -0.5404 0.0404 0.9 -0.1 0.3
H -0.2321 2.4291 1.1882 -0.4 0.7 0.6
H 1.1083 3.2060 0.1280 -2.1 -0.1 0.8
H -0.6076 3.2740 -0.4754 0.3 -0.8 1.0
H 1.4462 1.0879 -0.2978 -0.2 0.6 0.0
H -1.3667 0.7356 -0.2378 0.6 1.0 -0.2
H -2.0411 -2.0095 -0.7667 0.6 -0.2 -0.7
H -1.8903 -1.9011 0.9212 0.2 -0.5 0.9
H 0.4126 -2.6904 -0.0016 0.5 1.7 -0.1
H 2.4477 -2.6704 -0.0150 1.2 0.9 0.3

---

Values of energy relative to the best compared isomer or geometry (same formula, charge and spin), in order: 87.9; 25.5; 19.6; 4.7, all in kcal/mol.